6
Properties=species:S:1:pos:R:3:forces:R:3:nbo_charge:R:1 method="wB97M-V/def2-TZVPD" lumo_energy_ev="-1.2 / -1.2" homo_ev="-8.61 / -8.61" homo_lumo_gap_ha="0.2708 / 0.2708" smiles="O=C=S.N=S"
C 2.749 0.481 0.055 -0.097 0.480 0.294 0.4269
N 0.235 -0.490 -0.526 -0.399 -1.614 0.703 -0.6972
O 1.824 1.151 0.174 0.382 0.932 0.074 -0.4479
S 3.927 -0.514 -0.051 0.577 -0.309 -0.099 0.0671
S 0.930 -1.765 0.099 -0.611 0.093 -0.669 0.3125
H -0.383 -0.145 0.223 0.148 0.420 -0.304 0.3386



20
Properties=species:S:1:pos:R:3:forces:R:3:mulliken_spin:R:1 method="wB97M-V/def2-TZVPD" lumo_energy_ev="-0.4 / -0.5" homo_ev="-5.68 / -6.53" multiplicity=2 homo_lumo_gap_ha="0.1945 / 0.2217" s_squared=0.751
O -0.545 -1.615 -0.432 0.690 0.769 0.499 -0.0246
C -1.875 -1.614 -0.017 -0.610 0.023 -0.273 0.0003
C -2.301 -0.190 0.302 -0.155 -0.575 0.743 0.0255
O -1.883 0.600 -0.804 1.053 0.039 0.336 -0.0114
C -2.828 1.496 -1.350 -0.416 0.501 -0.693 -0.0051
Be -0.108 0.393 -1.335 1.019 -0.277 0.807 0.7174
H -2.123 -2.249 0.851 0.443 0.043 -0.056 0.0031
H -2.509 -1.996 -0.839 0.118 0.199 0.172 -0.0036
H -1.810 0.220 1.198 0.055 -0.260 -0.105 0.0111
H -3.382 -0.145 0.503 0.242 0.169 -0.464 0.0046
H -2.303 2.420 -1.629 -0.312 -0.251 0.183 -0.0423
H -3.240 1.036 -2.256 -0.084 0.213 0.169 0.0099
H -3.632 1.679 -0.621 0.367 0.117 -0.286 0.0112
O 2.986 -1.078 1.031 -0.555 -0.433 0.110 0.0111
C 3.597 -0.021 0.660 0.031 0.013 -0.011 -0.0006
C 2.710 0.929 -0.144 0.900 0.817 -0.225 -0.0005
O 1.383 0.526 -0.320 -3.344 -0.871 -0.773 0.1819
Mg 1.088 -1.234 0.470 0.918 0.202 -0.235 0.1142
H 3.235 1.082 -1.109 -0.264 -0.107 0.266 -0.0021
H 2.769 1.904 0.381 -0.095 -0.330 -0.166 -0.0001



19
Properties=species:S:1:pos:R:3:forces:R:3:nbo_charge:R:1 method="wB97M-V/def2-TZVPD" lumo_energy_ev=1.1 homo_ev=-9.58 homo_lumo_gap_ha=0.3930 smiles=C[C@H]1CO[C@@H](C)C1
C 1.454 -1.584 -1.054 0.019 0.103 0.064 -0.6136
C 0.804 -0.909 0.161 -1.041 0.028 -0.170 -0.2314
C 1.223 0.547 0.392 0.638 -0.316 -0.213 -0.0673
O 0.320 1.059 1.328 -1.070 -0.168 -0.239 -0.5266
C -1.002 0.629 0.861 0.559 0.162 0.190 0.0838
C -1.647 1.762 0.082 -0.003 0.087 -0.079 -0.6295
C -0.761 -0.663 0.038 1.010 0.107 -0.035 -0.4292
H 2.425 -1.991 -0.772 0.069 0.026 -0.055 0.2124
H 1.625 -0.867 -1.864 -0.088 -0.003 0.075 0.2037
H 0.877 -2.413 -1.483 -0.065 0.187 0.295 0.2137
H 0.990 -1.513 1.058 0.012 0.236 -0.092 0.2024
H 2.229 0.728 0.789 -0.129 -0.257 -0.175 0.1964
H 1.127 1.054 -0.586 0.140 0.106 0.166 0.1458
H -1.583 0.435 1.759 -0.009 -0.064 0.109 0.1857
H -1.595 2.697 0.644 0.019 -0.135 0.033 0.2216
H -2.700 1.550 -0.112 0.005 -0.079 -0.079 0.2106
H -1.145 1.918 -0.879 -0.047 -0.029 0.075 0.2020
H -0.987 -0.477 -1.022 -0.088 -0.138 0.249 0.2000
H -1.344 -1.514 0.399 0.069 0.148 -0.117 0.2195



63
Properties=species:S:1:pos:R:3:forces:R:3:nbo_charge:R:1 method="wB97M-V/def2-TZVPD" lumo_energy_ev=2.3 total_charge=-1 homo_ev=-5.03 homo_lumo_gap_ha=0.2703
Rh -0.835 -0.319 -0.581 -1.588 3.847 -0.956 1.0208
N 1.550 2.192 7.458 0.117 0.161 0.193 -0.8026
C 0.983 1.473 6.413 -0.188 -0.101 -0.147 0.1759
C 0.057 2.075 5.560 0.143 -0.022 0.096 -0.2743
C -0.560 1.334 4.570 -0.036 0.014 -0.036 -0.1592
C -0.259 -0.005 4.428 -0.282 -0.374 -0.482 -0.3713
C 0.658 -0.615 5.262 -0.003 0.000 0.080 -0.0655
C 1.279 0.118 6.253 -0.070 0.082 -0.009 -0.3077
S -1.092 -0.977 3.170 -0.617 -0.309 0.214 2.3278
O -2.480 -0.593 3.186 0.277 0.306 -0.210 -0.9532
O -0.812 -2.366 3.434 0.363 0.248 -0.022 -0.9522
N -0.467 -0.488 1.740 -1.155 0.174 -0.927 -0.8739
C 0.839 -0.498 1.548 1.470 0.299 -0.494 0.5621
N 1.187 -0.136 0.276 1.029 -0.907 -0.279 -0.5610
C 2.458 -0.190 -0.087 -0.163 -0.105 0.701 0.1250
C 3.436 -0.587 0.817 0.152 0.245 -0.191 -0.3845
C 3.011 -0.844 2.111 -0.466 0.055 -0.070 0.1112
N 1.739 -0.788 2.490 0.538 -0.305 0.141 -0.5162
H 1.565 3.193 7.330 0.096 -0.114 0.034 0.3746
H 2.417 1.817 7.812 -0.060 0.137 -0.052 0.3735
H -0.176 3.124 5.688 -0.051 0.075 -0.015 0.2020
H -1.285 1.777 3.907 -0.129 0.148 -0.076 0.2381
H 0.865 -1.659 5.108 0.103 -0.163 0.016 0.2369
H 1.994 -0.348 6.918 0.041 -0.077 0.038 0.1997
H 2.689 0.111 -1.103 -0.022 -0.089 -0.051 0.2024
H 4.473 -0.648 0.527 0.070 -0.004 0.047 0.2154
H 3.710 -1.109 2.895 0.147 -0.022 0.011 0.1852
C -0.921 -0.827 -3.987 -0.138 -0.538 -0.173 -0.2974
N -0.814 0.116 -2.897 -0.415 0.247 1.757 -0.4569
C -0.798 1.378 -3.172 -0.113 -0.352 0.094 0.1672
C -0.682 2.337 -2.149 0.101 0.556 0.126 -0.0382
C -0.732 3.745 -2.175 -0.121 -0.529 -0.270 -0.2537
C -0.707 4.154 -0.854 0.149 0.071 0.255 -0.3420
C -0.622 2.991 -0.075 0.107 0.262 0.186 -0.0182
N -0.584 1.917 -0.851 -0.593 -2.105 0.622 -0.4350
C 0.427 -1.066 -4.618 -0.079 0.074 -0.081 0.0827
C 1.544 -1.249 -3.812 -0.012 -0.047 0.008 -0.2363
C 2.794 -1.406 -4.381 0.047 -0.036 0.090 -0.1978
C 2.942 -1.398 -5.759 0.114 -0.055 -0.112 -0.2362
C 1.831 -1.240 -6.568 0.054 -0.017 -0.122 -0.2133
C 0.580 -1.066 -5.999 -0.062 -0.072 0.099 -0.2494
H -1.611 -0.454 -4.761 0.058 -0.039 0.199 0.1799
H -1.327 -1.766 -3.594 -0.019 0.175 -0.035 0.2737
H -0.913 1.730 -4.203 0.110 -0.168 0.084 0.1760
H -0.800 4.363 -3.052 -0.011 0.072 -0.157 0.2048
H -0.730 5.164 -0.487 -0.008 0.131 0.078 0.2046
H -0.582 2.919 0.997 -0.016 -0.109 0.147 0.1984
H 1.408 -1.273 -2.740 0.029 0.001 0.078 0.2304
H 3.661 -1.543 -3.750 0.073 -0.024 0.075 0.2035
H 3.920 -1.526 -6.202 0.070 0.005 -0.022 0.2024
H 1.937 -1.249 -7.644 0.016 0.020 -0.047 0.2027
H -0.288 -0.943 -6.633 -0.060 0.059 -0.016 0.2043
O -2.419 -3.370 -2.255 -0.322 0.371 -0.445 -0.6996
C -1.582 -3.315 -1.370 -0.704 -1.907 0.696 0.6829
O -0.728 -2.435 -1.112 1.071 2.202 0.842 -0.7916
H -1.503 -4.207 -0.673 -0.069 0.310 -0.331 0.0387
C -4.701 -1.376 -0.332 -0.135 0.313 0.178 -0.2690
O -3.310 -1.085 -0.125 -0.910 -0.808 0.491 -0.5320
C -2.911 0.167 -0.253 0.984 -0.484 -2.746 0.7279
O -3.623 1.116 -0.495 1.008 -0.711 0.840 -0.6214
H -4.768 -2.433 -0.583 0.128 0.083 0.058 0.2046
H -5.082 -0.761 -1.152 0.016 -0.091 0.098 0.1904
H -5.251 -1.150 0.583 -0.062 -0.063 -0.098 0.1837



16
Properties=species:S:1:pos:R:3:forces:R:3:nbo_charge:R:1 method="wB97M-V/def2-TZVPD" lumo_energy_ev=1.2 homo_ev=-9.09 homo_lumo_gap_ha=0.3774 smiles="C[C@@H]1C=CCC1"
C -1.922 -0.213 0.122 -0.067 -0.036 0.049 -0.5995
C -0.606 0.082 -0.612 0.021 0.003 -0.051 -0.2574
C 0.286 1.150 0.081 -0.010 0.109 0.001 -0.3951
C 1.537 0.412 0.621 0.041 0.035 0.041 -0.4404
C 1.449 -0.950 -0.022 -0.125 -0.036 -0.084 -0.1873
C 0.304 -1.124 -0.674 0.118 -0.013 0.056 -0.1880
H -2.336 -1.184 -0.186 0.062 0.245 0.046 0.2074
H -2.678 0.557 -0.090 0.193 -0.146 0.098 0.2079
H -1.763 -0.245 1.208 -0.014 -0.047 -0.224 0.2034
H -0.853 0.404 -1.634 0.015 -0.058 0.147 0.2024
H 0.588 1.912 -0.644 -0.024 -0.108 0.090 0.2084
H -0.252 1.671 0.880 0.030 -0.094 -0.132 0.2065
H 1.530 0.323 1.716 -0.007 0.016 -0.158 0.2065
H 2.466 0.935 0.362 -0.146 -0.090 0.032 0.2095
H 2.238 -1.694 0.062 -0.143 0.103 0.015 0.2086
H 0.013 -2.035 -1.192 0.058 0.117 0.075 0.2072



33
Properties=species:S:1:pos:R:3:forces:R:3:nbo_charge:R:1 method="wB97M-V/def2-TZVPD" lumo_energy_ev=0.4 homo_ev=-8.05 homo_lumo_gap_ha=0.3098 smiles="OB1OCc2ccc(NC(=S)NCc3ccco3)cc21"
S -2.959 2.975 1.683 0.727 -0.975 -0.307 -0.3021
O 4.510 1.880 -1.151 0.543 -0.745 0.104 -0.8997
O -2.422 -1.584 -1.013 -0.336 -0.345 -2.528 -0.4151
O 4.740 -0.383 -0.394 0.729 1.843 -0.102 -0.6773
B 4.012 0.758 -0.490 -0.715 2.526 0.165 1.0906
C -1.854 1.724 1.327 -0.285 1.351 0.004 0.3333
C -2.711 -2.520 -2.024 -2.035 0.379 -1.266 0.0644
C -3.691 -2.066 -2.935 2.620 -0.794 1.937 -0.2903
C -3.877 -0.728 -2.535 0.752 -0.305 1.200 -0.3103
C -3.096 -0.475 -1.430 -1.449 -0.025 -1.386 0.2744
C 0.831 -0.261 2.422 0.191 -0.900 1.017 -0.2145
C 1.474 1.369 0.778 -1.163 0.837 1.669 -0.2108
C 1.959 -0.997 2.058 1.440 0.330 -0.487 -0.1961
C 2.612 0.633 0.469 2.326 0.872 -2.235 -0.2687
C 0.512 0.916 1.762 1.303 0.107 -1.628 0.1169
C 2.894 -0.558 1.061 -2.023 -1.472 1.852 -0.0584
N -0.681 1.634 2.106 -0.408 0.374 -0.320 -0.6427
N -2.070 0.862 0.287 2.786 -1.154 0.597 -0.6013
C 4.145 -1.212 0.527 -0.206 -3.676 0.487 -0.0854
C -2.977 0.877 -0.832 -1.593 0.957 1.733 -0.2560
H 5.466 1.866 -1.436 -1.682 -0.369 0.503 0.5062
H -2.176 -3.435 -2.125 0.429 -0.353 0.853 0.2031
H -4.096 -2.594 -3.809 0.351 0.279 0.704 0.2398
H -4.522 -0.055 -3.007 -0.692 1.104 -0.449 0.2226
H 0.293 -0.589 3.360 0.253 0.381 -1.473 0.2326
H 1.434 2.432 0.514 -0.384 -0.523 -0.546 0.2300
H 2.206 -1.853 2.649 0.011 -0.559 0.224 0.2101
H -0.573 2.344 2.864 -0.673 -0.872 -1.248 0.4335
H -1.461 0.037 0.193 0.113 0.863 0.559 0.4053
H 3.934 -2.075 -0.143 -0.702 -0.165 0.944 0.1969
H 4.872 -1.680 1.270 -0.789 1.223 -0.564 0.2004
H -2.788 1.599 -1.657 0.343 -0.180 0.781 0.2231
H -3.939 1.163 -0.347 0.219 -0.013 -0.796 0.2453



Energy above the lowest of the compared OMol25 structures with the same formula, charge and spin values, unit eV, following the record order: 0.578, 0.041, 0.499, 3.203, 0.154, 1.350.